w | A gas-phase ion, C2H6NO (charge -1), computed with ωB97M-V/def2-TZVPD.

Each atom is followed by the atoms it is bonded to, with distances in Å.
Element x y z (Å)
1 C 1.16 0.11 -0.16  O2 1.327, C3 1.549, H5 1.129, H6 1.140
2 O 1.75 -0.47 -1.20  C1 1.327
3 C -0.36 0.34 -0.27  C1 1.549, N4 1.484, H7 1.093, H8 1.095
4 N -1.15 -0.77 0.32  C3 1.484, H9 1.015, H10 1.013
5 H 1.57 1.14 0.05  C1 1.129
6 H 1.30 -0.40 0.85  C1 1.140
7 H -0.58 0.22 -1.33  C3 1.093
8 H -0.69 1.30 0.15  C3 1.095
9 H -0.87 -0.94 1.28  N4 1.015
10 H -2.13 -0.53 0.31  N4 1.013

As for the net charge: -1. As for the SMILES: NCC[O-]. As for the spin multiplicity: 1. The value obtained for the molecular weight is 60.1 g mol⁻¹. For the HOMO energy, the calculation gives -0.0716 Ha.

=====

x | A gas-phase ion, C2H6NO (charge -1), computed with ωB97M-V/def2-TZVPD.

Each atom is followed by the atoms it is bonded to, with distances in Å.
Element x y z (Å)
1 C 0.22 1.12 -0.38  O2 1.335, C3 1.566, H5 1.130, H6 1.155
2 O 1.34 1.84 -0.52  C1 1.335
3 C 0.41 -0.37 0.07  C1 1.566, N4 1.530, H7 1.169, H8 1.078
4 N -0.75 -1.35 0.15  C3 1.530, H9 1.036, H10 1.008
5 H -0.39 1.50 0.49  C1 1.130
6 H -0.44 1.13 -1.32  C1 1.155
7 H 1.10 -0.75 -0.80  C3 1.169
8 H 0.83 -0.43 1.06  C3 1.078
9 H -0.69 -1.82 1.07  N4 1.036
10 H -1.64 -0.87 0.18  N4 1.008

As for the net charge: -1. As for the SMILES: NCC[O-]. As for the spin multiplicity: 1. The value obtained for the molecular weight is 60.1 g mol⁻¹. For the HOMO energy, the calculation gives -0.0793 Ha.

=====

Which is the most stable structure? w is the most stable.

=====

w | 2 unconnected molecules or ions with the total composition CH9N2O, computed with ωB97M-V/def2-TZVPD.

Each atom is followed by the atoms it is bonded to, with distances in Å.
Element x y z (Å)
1 N 0.36 1.93 -1.05  H2 1.015, H3 1.022, H5 1.013
2 H -0.34 2.52 -1.48  N1 1.015
3 H 0.70 2.52 -0.29  N1 1.022
4 H -0.14 0.32 -0.76  N6 1.088
5 H 1.11 1.81 -1.72  N1 1.013
6 N -0.54 -0.60 -0.33  H4 1.088, C7 1.490, H9 1.025, H10 1.019
7 C -0.04 -0.87 1.05  N6 1.490, O8 1.400, H11 1.091, H12 1.089
8 O 0.13 -2.26 1.06  C7 1.400, H13 0.964
9 H -0.27 -1.41 -0.89  N6 1.025
10 H -1.55 -0.49 -0.42  N6 1.019
11 H 0.90 -0.31 1.12  C7 1.091
12 H -0.77 -0.60 1.81  C7 1.089
13 H 0.46 -2.56 1.91  O8 0.964

As for the net charge: +1. As for the spin multiplicity: 1. The value obtained for the molecular weight is 65.1 g mol⁻¹. For the HOMO energy, the calculation gives -0.5758 Ha.

=====

x | 2 unconnected molecules or ions with the total composition CH9N2O, computed with ωB97M-V/def2-TZVPD.

Each atom is followed by the atoms it is bonded to, with distances in Å.
Element x y z (Å)
1 O -2.40 0.10 -0.34  H2 0.966, H4 0.965
2 H -2.68 -0.34 -1.16  O1 0.966
3 H -0.87 -0.22 0.45  N5 1.042
4 H -3.21 0.27 0.14  O1 0.965
5 N 0.06 -0.43 0.87  H3 1.042, C6 1.559, H8 1.021, H9 1.017
6 C 1.21 -0.33 -0.17  N5 1.559, N7 1.376, H10 1.090, H11 1.088
7 N 1.44 0.97 -0.55  C6 1.376, H12 1.000, H13 1.003
8 H 0.04 -1.36 1.30  N5 1.021
9 H 0.25 0.25 1.60  N5 1.017
10 H 0.92 -1.02 -0.96  C6 1.090
11 H 2.07 -0.78 0.32  C6 1.088
12 H 2.25 1.47 -0.24  N7 1.000
13 H 0.90 1.42 -1.26  N7 1.003

As for the net charge: +1. As for the spin multiplicity: 1. The value obtained for the molecular weight is 65.1 g mol⁻¹. For the HOMO energy, the calculation gives -0.5304 Ha.

=====

Which is the most stable structure? x is the most stable.